Record 1
Below is C31H42BrN6O3SbSi3Ta as an isolated structure, with properties calculated with ωB97M-V/def2-TZVPD.

Geometry (Å):
Ta1 -0.56671 0.89481 -1.41515
C1 3.77457 -0.27359 1.96584
Sb1 2.54064 -1.19187 0.48956
C2 2.29939 0.66053 -0.74246
C3 1.90468 2.01496 -0.26666
C4 2.68249 2.78108 0.58656
C5 2.30346 4.08505 0.85564
C6 1.14176 4.60616 0.28416
C7 0.37164 3.78841 -0.49956
N1 0.73717 2.50820 -0.76515
Si1 3.61250 0.72765 -2.12452
C8 4.98501 -0.47229 -2.19694
C9 2.03335 -1.35186 -3.52530
C10 3.93360 2.38932 -2.80655
C11 0.58623 -1.47240 1.46795
C12 -0.28809 -0.30723 1.81413
C13 -0.84683 -0.24312 3.09941
C14 -1.65060 0.79353 3.51073
C15 -1.89645 1.83139 2.61877
C16 -1.38212 1.71316 1.35995
N2 -0.63352 0.65971 0.91285
Si2 -0.52177 -2.72452 0.50363
C17 0.14518 -4.45181 0.61167
C18 -0.61455 -2.39787 -1.35355
C19 -2.28029 -2.57330 1.09974
Si3 1.19964 -2.41416 3.10526
C20 -0.15926 -3.42605 3.91241
C21 2.60059 -3.60076 2.67405
C22 1.80746 -1.13477 4.34332
H1 4.64363 0.11755 1.43171
H2 4.13013 -1.02075 2.67164
H3 3.28515 0.52695 2.51323
H4 3.59375 2.36921 0.99942
H5 2.91716 4.70484 1.49803
H6 0.83575 5.62783 0.46004
H7 -0.56556 4.11572 -0.93087
H8 4.70239 -1.47974 -1.89632
H9 5.79061 -0.13367 -1.53558
H10 5.40559 -0.50207 -3.20624
H11 2.43266 -2.05246 -2.79936
H12 2.64945 -1.28931 -4.41838
H13 1.00328 -1.56713 -3.77860
H14 4.70818 2.90759 -2.23321
H15 3.03503 3.00813 -2.81162
H16 4.30325 2.29965 -3.83201
H17 -0.65417 -1.04297 3.80095
H18 -2.06526 0.80272 4.51088
H19 -2.48271 2.70122 2.88105
H20 -1.58048 2.50960 0.65900
H21 1.16729 -4.53359 0.23226
H22 -0.48387 -5.09246 -0.01509
H23 0.11835 -4.86826 1.61817
H24 0.34830 -2.54317 -1.84195
H25 -1.02452 -1.44894 -1.73600
H26 -1.31636 -3.13476 -1.75981
H27 -2.40821 -2.80478 2.15887
H28 -2.88793 -3.29105 0.53972
H29 -2.70261 -1.58128 0.91949
H30 0.11868 -4.48198 3.93260
H31 -1.14162 -3.36216 3.44081
H32 -0.28123 -3.11286 4.95280
H33 2.19647 -4.61104 2.59639
H34 3.30543 -3.60049 3.51091
H35 3.19870 -3.46006 1.77010
H36 1.78001 -0.10425 3.98638
H37 2.83268 -1.35079 4.65095
H38 1.19515 -1.17494 5.24784
O1 2.06388 0.00405 -2.94763
N3 1.28883 0.19949 -1.73265
N4 -0.79945 0.66969 -3.31266
C23 -1.23868 0.46677 -4.44344
N5 -1.56633 0.28656 -5.56053
C24 -2.37013 -0.08971 -6.53749
N6 -3.05568 -0.42812 -7.39832
Br1 -3.62392 4.68297 -0.62450
C25 -4.78092 3.23116 -0.95278
C26 -6.13407 3.49853 -0.92075
C27 -7.05204 2.46551 -1.08060
C28 -6.63548 1.14844 -1.24778
C29 -5.28865 0.87191 -1.27296
C30 -4.33925 1.90756 -1.14803
C31 -2.96945 1.52896 -1.26889
O2 -2.55404 0.30303 -1.17256
O3 -1.98085 2.36470 -1.48650
H39 -6.47771 4.51119 -0.76197
H40 -8.10923 2.69917 -1.06304
H41 -7.36071 0.35473 -1.36153
H42 -4.93783 -0.14097 -1.41339

Forces on the atoms, in the same order (eV/Å):
-0.3 -0.1 0.0
0.1 0.1 0.0
-0.1 -0.1 0.0
-0.3 0.1 -0.4
0.1 -0.2 0.0
0.0 0.2 0.0
0.0 0.0 0.0
0.0 0.0 0.0
0.0 -0.1 0.0
-0.1 0.0 -0.1
-0.2 0.0 0.2
0.0 -0.1 -0.1
0.0 0.2 0.1
-0.1 0.0 -0.2
0.0 0.1 0.1
0.1 0.0 0.0
-0.1 0.0 0.1
0.0 0.0 0.0
0.0 0.0 0.0
0.0 0.0 0.0
0.2 0.0 -0.1
-0.1 0.0 -0.1
0.0 -0.1 -0.1
0.2 0.1 -0.2
-0.1 0.0 0.1
0.1 -0.1 0.0
-0.2 -0.1 0.0
0.1 0.0 0.0
0.0 0.1 0.1
0.0 0.0 0.0
0.0 0.0 0.0
0.0 0.0 0.0
0.0 0.0 0.0
0.0 0.0 0.0
0.0 0.0 0.0
0.0 0.0 0.0
0.1 0.0 0.0
0.0 0.0 0.0
0.0 0.0 0.0
0.0 -0.1 0.0
0.0 0.0 0.0
-0.1 0.0 0.0
0.0 -0.1 0.0
0.0 0.0 0.0
0.0 0.1 0.0
0.0 0.1 -0.1
0.0 0.0 0.0
0.0 0.0 0.0
0.0 0.0 0.0
0.0 0.0 0.0
0.0 0.0 0.0
0.0 0.0 0.0
0.0 -0.1 0.0
-0.1 0.0 0.1
0.0 0.0 0.0
-0.1 0.1 -0.2
0.0 0.0 0.0
0.0 0.0 0.0
0.0 0.0 0.0
0.2 -0.1 0.1
0.0 0.0 0.0
0.0 0.0 0.0
0.0 0.0 0.0
0.0 0.1 0.0
0.0 0.0 0.0
0.0 0.0 0.0
0.0 0.0 0.0
0.4 0.3 0.1
0.4 -0.4 0.4
0.1 0.1 -0.1
0.2 0.0 0.4
-0.2 -0.1 -0.3
0.0 0.0 -0.1
0.1 0.1 0.1
0.0 0.1 0.0
0.0 0.1 0.0
0.0 0.0 0.0
0.0 0.0 0.0
0.0 0.0 0.0
0.0 0.0 0.0
0.0 -0.1 0.0
0.4 -0.1 0.0
-0.3 0.1 0.0
-0.2 0.0 0.1
0.0 0.0 0.0
0.0 0.0 0.0
0.0 0.0 0.0
0.0 0.0 0.0

Values from the calculation:
**Net charge**: +3
**Highest occupied orbital energy**: -16.411 eV
**HOMO-LUMO gap**: 6.4 eV

How positive or negative is each atom? The Mulliken charges in e answer that: 0.564, -1.417, 0.360, -0.079, 0.508, -0.751, -0.715, -0.994, -0.473, 0.028, 0.146, -1.064, -0.773, -1.067, 1.798, -2.075, -0.796, -1.179, -1.321, -0.025, 0.901, 0.517, -1.241, -0.612, -0.812, 1.016, -1.499, -1.438, -1.372, 0.527, 0.426, 0.352, 0.575, 0.549, 0.532, 0.626, 0.374, 0.420, 0.441, 0.332, 0.325, 0.346, 0.398, 0.301, 0.462, 0.539, 0.546, 0.590, 0.200, 0.312, 0.495, 0.324, 0.065, 0.204, 0.624, 0.350, 0.517, 0.086, 0.467, 0.336, 0.547, 0.464, 0.466, 0.405, 0.277, 0.516, 0.473, -0.080, 1.127, -0.471, 1.055, -0.328, 0.375, -0.278, -0.066, 0.185, -0.695, -0.498, -0.893, -0.410, 0.216, 1.147, -0.667, -0.542, 0.484, 0.441, 0.444, 0.527

Record 2
Below is C31H42ClF2FeO3PSSi as an isolated structure in a non-equilibrium geometry, with properties calculated with ωB97M-V/def2-TZVPD.

Geometry (Å):
Fe1 0.12818 0.39121 0.15696
C1 -2.44565 -1.99855 1.08936
C2 -1.59062 -1.61521 2.29300
C3 -1.30152 -2.84193 3.14661
C4 -2.27697 -0.52312 3.10668
O1 -0.35236 -1.07181 1.77585
Si1 1.07675 -0.90302 2.56988
S1 2.24938 0.17133 1.12895
O2 0.71204 0.00199 3.84396
C5 1.29703 0.24458 5.12901
C6 0.61160 1.50030 5.66873
C7 1.00639 -0.95881 6.02332
C8 2.79958 0.45362 4.98011
O3 1.80753 -2.25818 3.01687
C9 2.65088 -3.22153 2.36810
C10 2.63830 -4.45833 3.26548
C11 2.10564 -3.55305 0.98413
C12 4.05663 -2.63736 2.26473
H1 -3.40617 -2.37350 1.42846
H2 -1.95268 -2.76408 0.49968
H3 -2.61073 -1.13109 0.45492
H4 -2.23720 -3.27802 3.48321
H5 -0.69807 -2.57366 4.00785
H6 -0.75397 -3.57728 2.56436
H7 -3.21696 -0.87657 3.51862
H8 -2.48079 0.33553 2.46724
H9 -1.62671 -0.20834 3.91551
H10 -0.46132 1.34093 5.74495
H11 0.78974 2.34292 5.00586
H12 0.99476 1.73891 6.65564
H13 -0.06753 -1.09255 6.14038
H14 1.44888 -0.80857 7.00405
H15 1.42934 -1.85224 5.57122
H16 2.99775 1.23451 4.24930
H17 3.26212 -0.46917 4.63930
H18 3.23535 0.74138 5.93224
H19 1.62760 -4.84623 3.35914
H20 2.99686 -4.20205 4.25860
H21 3.27562 -5.23036 2.84454
H22 1.08979 -3.93130 1.05403
H23 2.72743 -4.30904 0.51697
H24 2.10790 -2.66351 0.35950
H25 4.44386 -2.40427 3.25294
H26 4.03494 -1.72135 1.67980
H27 4.72137 -3.34574 1.78190
Cl1 0.48834 2.02546 -1.66849
C13 -0.93484 2.76711 -2.32220
C14 -0.86421 3.49258 -3.49686
C15 -2.01057 4.11615 -3.97239
C16 -3.21279 3.97367 -3.29904
C17 -3.27782 3.22840 -2.13391
C18 -2.13091 2.64004 -1.61527
P1 -2.04048 1.79188 0.00569
C19 -3.68660 2.10942 0.72946
C20 -4.73095 1.28171 0.31671
C21 -5.98799 1.43353 0.86869
C22 -6.20297 2.39637 1.84230
C23 -5.16068 3.20188 2.27034
C24 -3.89742 3.05779 1.72461
C25 -0.91874 3.00576 0.79546
C26 0.06193 2.39547 1.57338
C27 1.09641 3.13652 2.11595
C28 1.16514 4.49710 1.85757
C29 0.20330 5.10397 1.06299
C30 -0.84050 4.36727 0.52644
H28 0.07377 3.58008 -4.01958
H29 -1.95544 4.71286 -4.86878
H30 -4.10149 4.45937 -3.67289
H31 -4.22003 3.11645 -1.61644
H32 -4.54811 0.53033 -0.44066
H33 -6.80052 0.80140 0.54651
H34 -7.18146 2.51096 2.27970
H35 -5.32978 3.94607 3.03310
H36 -3.08039 3.67966 2.06166
H37 -0.04676 1.32337 1.74018
H38 1.84618 2.64955 2.71952
H39 1.96941 5.08538 2.27106
H40 0.27737 6.15592 0.83977
H41 -1.57735 4.84560 -0.10083
F1 1.07158 -0.85184 -1.43595
C31 -0.14099 -1.38307 -1.03420
F2 -1.05752 -0.51042 -1.60080
H42 -0.26917 -2.36171 -1.49411

Forces on the atoms, in the same order (eV/Å):
-0.1 -2.9 0.7
0.3 0.2 0.2
-1.0 0.0 0.1
0.2 0.3 -0.2
0.2 -0.1 -0.2
0.2 0.5 -0.8
1.9 0.4 -0.2
-1.3 -0.4 -0.2
-0.4 0.1 0.2
0.0 0.1 0.5
0.2 -0.3 -0.2
0.0 0.2 -0.2
-0.3 0.0 -0.1
-0.3 -0.1 0.4
0.3 -0.3 0.0
0.0 0.3 -0.2
0.0 0.2 0.2
-0.3 0.0 0.0
-0.1 -0.1 0.0
0.0 -0.2 -0.1
-0.1 0.1 -0.1
-0.1 0.0 0.1
0.0 0.0 0.2
0.0 -0.2 0.0
-0.1 -0.1 0.0
-0.1 0.1 0.0
0.0 0.1 0.1
-0.1 0.0 0.0
0.0 0.1 -0.1
0.1 0.1 0.1
-0.1 0.0 0.0
0.0 0.0 0.1
0.1 -0.1 0.0
0.1 0.1 -0.1
0.2 -0.1 0.0
0.1 0.0 0.1
-0.1 -0.1 0.0
0.1 0.0 0.1
0.1 -0.1 0.0
-0.2 -0.1 0.0
0.1 -0.1 -0.1
0.1 0.1 -0.1
0.1 0.0 0.1
0.1 0.0 -0.1
0.1 -0.1 -0.1
1.2 0.0 -0.4
-1.1 0.1 0.0
0.2 -0.1 0.1
0.0 -0.1 0.1
0.0 0.1 -0.1
0.1 -0.1 0.1
0.1 -0.5 0.0
-0.2 1.3 0.2
0.3 -0.5 0.0
0.2 0.1 0.0
-0.1 0.0 0.0
0.0 0.0 0.1
-0.1 0.1 0.0
0.2 0.0 -0.2
-0.1 -0.3 0.2
-0.7 0.7 -0.3
0.3 0.1 0.2
0.0 -0.3 0.1
-0.2 0.0 -0.2
0.0 0.0 0.2
0.1 0.0 -0.1
0.0 0.0 -0.1
-0.1 0.0 0.0
0.0 0.0 0.1
-0.1 -0.1 -0.1
-0.1 -0.1 0.0
-0.1 0.0 0.0
0.0 0.1 0.1
0.0 0.0 0.1
0.0 0.5 1.2
0.1 0.0 0.0
0.1 0.0 0.0
0.0 0.2 0.0
-0.1 0.1 -0.1
0.5 -1.0 -1.1
0.8 3.9 -0.2
-0.9 -1.0 -1.1
-0.1 -0.4 0.9

Values from the calculation:
**Net charge**: +1
**Spin multiplicity**: 2
**Highest occupied orbital energy (alpha / beta)**: -11.144 / -11.185 eV
**HOMO-LUMO gap (alpha / beta)**: 6.7 / 6.7 eV

How positive or negative is each atom? The Mulliken charges in e answer that: 0.390, -1.749, 1.393, -1.361, -0.968, 2.162, -1.011, -0.818, 0.218, 1.433, -1.561, -1.478, -1.281, 0.524, 1.524, -1.694, -1.208, -1.451, 0.541, 0.257, 0.097, 0.584, 0.168, 0.231, 0.694, -0.079, -0.114, 0.339, 0.277, 0.470, 0.272, 0.575, 0.127, 0.205, 0.148, 0.541, 0.374, 0.334, 0.424, 0.223, 0.621, 0.119, 0.333, 0.232, 0.501, -0.096, 0.506, -0.605, -0.600, -0.851, -0.499, -0.349, 2.171, 0.139, -0.377, -0.847, -0.546, -0.763, -0.259, 0.016, 0.840, -0.710, -1.055, -0.887, -0.292, 0.538, 0.430, 0.437, 0.442, 0.436, 0.451, 0.416, 0.435, 0.383, -0.906, 0.537, 0.464, 0.458, 0.572, -0.203, -0.475, -0.241, 0.332

no.,total energy (eV)
1,-149653.1335
2,-119313.5960